# 1
{
  "formula": "C49H44Cl2FINOPRuSb2",
  "method": "the ωB97M-V functional and the def2-TZVPD basis",
  "orbital_gap_ha": [0.2160, 0.2624],
  "total_charge": 1,
  "spin_multiplicity": 2,
  "homo_ev": [-8.8, -10.0],
  "species": ["H", "C", "H", "C", "H", "C", "H", "Ru", "C", "C", "H", "C", "C", "C", "C", "H", "H", "C", "P", "C", "C", "H", "C", "H", "H", "C", "C", "H", "C", "H", "C", "C", "C", "C", "C", "H", "H", "C", "H", "H", "C", "H", "H", "H", "C", "C", "C", "C", "C", "C", "Cl", "C", "H", "C", "H", "H", "H", "C", "H", "N", "H", "C", "H", "C", "F", "C", "H", "C", "H", "C", "C", "C", "H", "H", "H", "C", "C", "Cl", "H", "I", "H", "O", "C", "H", "C", "Sb", "H", "C", "H", "Sb", "H", "H", "H", "H", "C", "H", "C", "H", "C", "C", "H", "C", "H"],
  "positions_angstrom": [[1.316904, 6.304924, 1.370038], [-2.632525, -3.112902, -3.986885], [-3.818555, 1.921143, -2.542786], [0.041411, 0.191659, -3.834037], [3.792176, 3.562378, 1.762078], [-1.646470, -0.191594, -5.990839], [-1.220052, 0.015299, 5.690828], [0.402908, 0.285187, -0.124869], [0.840494, -0.251554, 2.981434], [5.159010, -2.374276, -0.439655], [2.720761, -6.387624, -1.717244], [-0.892452, -0.886499, -3.728091], [2.134203, -5.503574, -1.503721], [3.226450, -2.856563, 1.512552], [-4.212381, -1.957589, 0.660741], [3.470725, -4.173473, -2.527399], [2.159126, 4.874263, -0.326760], [1.229871, 4.308904, -0.400944], [-0.410876, -1.680104, -0.891612], [3.392117, -1.595902, 0.969444], [4.047167, -3.887895, 1.084886], [5.917620, -2.215390, -1.193787], [-4.007825, -2.596899, 1.876055], [-0.733709, 1.535712, -6.846112], [-3.907636, 1.129676, 0.656586], [2.765619, -0.341494, 5.032643], [2.554474, -4.260843, -1.957390], [-2.055028, 0.119885, 1.511980], [0.452107, -0.189855, 4.344138], [1.329558, 2.580775, 3.444942], [-2.895472, 1.343087, -2.590776], [-0.914860, -0.031705, 4.655530], [0.071334, 5.104951, 0.109809], [-2.732380, -3.018001, 2.219766], [1.807822, -3.128609, -1.677957], [-2.560056, -3.512924, 3.167121], [-5.204281, -1.624034, 0.383112], [0.090403, 1.027148, -4.916970], [-4.143540, 2.736643, -0.060606], [2.157100, -2.169724, -2.038893], [-1.078100, -1.795994, -2.627046], [1.103723, 4.000130, -1.438294], [-3.135148, 0.283857, -2.649272], [4.025346, 1.810007, 1.552476], [-1.565080, 3.879613, -1.403372], [-1.816429, 0.064548, 3.642654], [-1.349275, 0.028343, 2.322485], [-2.569008, -2.194937, -4.987914], [4.342637, -1.343222, -0.002602], [-0.745469, 6.806202, 1.635273], [0.997875, -0.206698, 7.019887], [-1.668574, -2.798247, 1.355228], [-2.001428, -3.607131, -2.013372], [3.146534, -0.403383, 3.682331], [-3.261699, -3.988793, -4.069005], [3.526493, -0.357462, 5.799092], [-0.672433, -3.100439, 1.657573], [2.220157, -0.422654, 2.664114], [-2.546079, 4.107854, -1.823275], [-0.085104, -0.103925, 1.974045], [-2.344045, 1.620111, -3.489495], [-2.046939, 6.539916, 1.241041], [3.946840, -4.888693, 1.481395], [0.192620, -4.468181, -0.526212], [5.776934, -4.635146, -0.310821], [0.955851, -5.600977, -0.781915], [-2.875333, 0.181227, 3.823387], [3.622065, 2.714108, 1.099543], [0.820218, 1.825902, -4.947224], [0.296840, 6.092541, 1.067923], [-1.892674, -2.890390, -2.816470], [-0.781265, 0.857160, -6.005650], [4.131213, 2.893894, 0.152801], [2.469797, -3.036013, 2.266089], [1.040589, 4.216162, 2.812176], [0.826723, 3.159367, 2.668429], [0.610848, -3.213751, -0.966078], [4.838028, -0.440127, 3.349947], [4.453949, -0.339004, -0.390346], [1.553904, 0.592472, -2.436555], [-0.846609, 3.924178, -2.224238], [2.591460, -0.518040, 1.353547], [-2.282316, 5.582146, 0.268710], [-3.331747, -1.272374, -1.159048], [1.447021, -0.260542, 5.352698], [1.526213, 2.509017, 0.764301], [-2.303479, -0.377900, -6.831039], [-1.242071, 4.858541, -0.315268], [-3.131278, 2.552759, 1.386359], [-1.738219, 1.802172, -0.842546], [-4.838756, -2.768405, 2.547699], [-3.297688, 5.400762, -0.065758], [-0.541221, 7.569943, 2.373903], [-3.157681, -2.310043, -5.889513], [-1.862140, -2.182146, 0.119329], [0.609902, -6.564491, -0.429914], [-3.430282, 2.087548, 0.446755], [-0.747257, -4.590765, -0.006191], [-1.703449, -1.082055, -4.891008], [4.996722, -3.627041, 0.117898], [-2.873664, 7.089446, 1.671335], [-3.150608, -1.756206, -0.209143], [-0.249217, 3.002643, 2.741813]],
  "forces_ev_per_a": [[-0.001, 0.001, -0.004], [-0.013, 0.018, -0.037], [-0.001, 0.009, -0.010], [-0.035, -0.016, -0.011], [0.020, 0.000, -0.017], [0.024, 0.023, 0.004], [-0.005, -0.001, -0.001], [0.184, 0.473, 0.114], [-0.027, 0.026, -0.037], [-0.003, -0.002, -0.002], [-0.005, -0.002, 0.004], [0.101, -0.027, -0.018], [0.004, 0.012, 0.000], [-0.056, 0.010, -0.017], [0.001, 0.002, -0.002], [-0.001, 0.006, 0.007], [-0.017, 0.021, 0.001], [0.072, -0.034, 0.008], [-0.277, -0.507, -0.195], [-0.004, -0.007, -0.045], [0.000, -0.028, -0.002], [-0.001, 0.001, 0.003], [-0.011, -0.006, 0.005], [-0.001, 0.000, 0.002], [-0.007, 0.006, -0.010], [-0.059, -0.001, 0.008], [0.019, -0.006, 0.026], [-0.014, -0.021, -0.018], [-0.011, -0.002, 0.007], [-0.012, -0.005, -0.011], [-0.058, 0.041, 0.038], [-0.053, 0.000, -0.015], [-0.039, 0.001, 0.041], [0.009, -0.013, -0.002], [0.057, 0.012, 0.008], [0.006, 0.004, -0.002], [0.001, -0.003, -0.008], [0.023, 0.006, 0.030], [-0.011, 0.001, 0.012], [-0.003, -0.025, 0.014], [-0.060, 0.028, -0.011], [0.035, -0.022, -0.001], [-0.022, 0.012, 0.011], [-0.002, 0.006, 0.012], [0.037, 0.031, -0.078], [0.032, 0.012, 0.043], [0.027, -0.019, -0.040], [-0.030, -0.037, 0.016], [-0.032, -0.002, 0.013], [0.038, 0.016, 0.009], [-0.013, 0.001, 0.010], [0.068, 0.027, 0.022], [0.001, -0.015, 0.030], [0.019, -0.008, -0.088], [0.002, 0.003, 0.003], [-0.001, -0.002, 0.005], [0.001, 0.006, 0.000], [0.119, 0.001, 0.101], [0.014, 0.012, -0.020], [-0.095, -0.034, 0.140], [-0.001, 0.011, 0.036], [-0.037, -0.007, -0.001], [0.001, 0.001, 0.000], [-0.043, -0.019, -0.035], [0.005, 0.004, -0.006], [0.008, 0.008, 0.001], [0.002, -0.003, 0.007], [0.021, -0.023, 0.019], [-0.001, -0.003, 0.004], [-0.015, -0.008, 0.004], [0.042, 0.081, 0.051], [-0.043, -0.019, -0.018], [-0.013, -0.010, -0.009], [0.002, -0.002, 0.003], [0.008, -0.004, 0.004], [0.047, -0.020, 0.034], [0.024, 0.018, -0.006], [-0.023, 0.009, -0.023], [0.003, 0.012, -0.002], [0.088, 0.007, -0.135], [0.011, -0.001, 0.005], [-0.027, -0.037, 0.067], [0.009, -0.020, -0.003], [-0.017, 0.026, -0.038], [0.071, 0.008, -0.005], [-0.052, 0.171, -0.015], [0.003, -0.003, 0.001], [-0.052, -0.002, 0.019], [0.014, 0.003, -0.011], [-0.102, -0.254, -0.024], [0.002, 0.001, 0.002], [0.005, 0.003, -0.004], [0.002, -0.001, 0.001], [0.000, -0.003, 0.003], [-0.031, 0.095, -0.021], [0.007, 0.000, -0.004], [0.036, 0.012, 0.019], [0.016, 0.014, -0.006], [0.044, 0.000, 0.025], [-0.007, -0.014, -0.003], [0.002, 0.000, -0.003], [0.069, -0.025, 0.028], [-0.008, 0.007, -0.007]]
}

=====

# 2
{
  "formula": "C49H44Cl2FINOPRuSb2",
  "method": "the ωB97M-V functional and the def2-TZVPD basis",
  "orbital_gap_ha": [0.1930, 0.2035],
  "total_charge": 1,
  "spin_multiplicity": 2,
  "homo_ev": [-8.7, -9.0],
  "species": ["Cl", "Cl", "C", "H", "H", "C", "C", "H", "H", "C", "C", "C", "P", "C", "H", "Sb", "H", "C", "C", "C", "C", "C", "H", "Ru", "C", "H", "H", "C", "H", "H", "C", "F", "H", "C", "H", "C", "H", "C", "H", "H", "C", "C", "H", "I", "C", "C", "C", "H", "C", "H", "C", "C", "H", "N", "Sb", "H", "C", "C", "H", "H", "H", "H", "C", "H", "H", "H", "C", "C", "C", "C", "C", "C", "H", "C", "C", "H", "H", "C", "H", "H", "C", "H", "O", "H", "H", "C", "C", "C", "C", "H", "H", "H", "H", "C", "H", "C", "H", "C", "C", "C", "H", "C", "H"],
  "positions_angstrom": [[4.111433, 2.406357, 3.763227], [1.985833, 7.014957, 2.060527], [1.151933, -3.792143, -2.735573], [-5.074667, 2.863057, -2.169273], [-0.650867, 0.004857, 6.116227], [-2.047867, 3.004857, 0.347927], [2.404333, -3.043643, -4.644173], [0.441033, 2.525857, -3.420173], [-0.458767, -1.796343, -3.754273], [-3.463867, -3.434543, -0.268873], [-3.883667, 4.134657, -0.886573], [-4.285667, 2.901257, -1.435473], [-2.033267, 0.250357, 0.771327], [2.927333, 0.475857, -2.950373], [1.661533, -4.082243, 2.305627], [0.897833, 0.067857, -2.323273], [-1.062067, 1.603257, -3.521973], [-3.547567, -3.366343, -1.651573], [2.847733, 4.612657, 2.866527], [-2.965267, 0.143257, 3.610927], [3.253833, -2.795943, -0.603073], [-2.615067, -1.180543, -0.202173], [3.527333, -0.960443, 2.601627], [0.356233, 0.062857, 0.477127], [0.208033, -3.572443, -1.621373], [-0.867867, 4.952457, -1.584973], [1.769333, -5.100443, 0.858627], [2.786033, -5.244143, -3.777573], [3.440033, 5.152857, 3.585627], [2.632333, -2.276343, -5.370673], [-0.629667, 3.103557, -0.430173], [7.098433, -0.638943, -0.108473], [-1.784267, 3.023857, 1.415327], [-1.730667, -0.006143, 4.287227], [5.748833, -1.764443, 1.793627], [0.604333, -1.559743, -3.793573], [3.592333, -0.330443, -2.654673], [0.017433, 1.551357, -3.638573], [3.629833, -1.863143, -1.014573], [0.185933, -4.642143, 1.509227], [-2.609067, -1.153643, -1.597773], [-1.613167, 0.128757, 5.647827], [-4.418767, 5.029557, -1.165573], [0.088933, -0.673843, 3.348727], [-3.208867, 0.109557, 2.207227], [-3.962067, 0.444157, 5.860527], [5.912733, -0.200843, 0.340927], [-2.615367, 0.486757, 7.510427], [-5.615867, 0.190757, 2.582327], [-4.147667, 0.785057, -1.316773], [1.845433, -4.999643, -2.795573], [4.051933, -0.446643, 1.808827], [-2.585667, 5.130557, 0.465127], [0.390333, 2.451457, 0.331027], [1.220633, -2.568143, 0.072927], [3.826633, -4.417843, -5.457373], [0.477733, 5.257257, 0.023327], [-2.712867, 1.719557, -0.031773], [-0.780767, 2.544657, -1.363673], [-0.154667, -4.516943, -1.215373], [-6.244467, 0.447357, 4.600127], [3.268333, 1.408257, -2.510873], [1.202033, 3.186957, 1.085327], [3.693933, 2.288157, -0.161473], [-3.134767, -2.189643, -3.392373], [3.871033, -3.088243, 0.240427], [-2.731867, 0.384857, 6.444127], [-2.869467, 4.195757, 0.006727], [-3.007667, -2.348143, 0.453327], [-5.411467, 0.334457, 3.924127], [-3.100167, -2.232843, -2.313673], [2.167033, 2.517757, 1.886327], [0.248233, 1.291557, -4.664973], [3.081233, -4.249443, -4.695873], [4.142933, 1.392857, 0.244027], [-2.239167, -0.275743, -2.120173], [3.293633, -3.569743, -1.363673], [-4.510467, 0.110157, 1.740827], [5.880133, 1.450157, -1.014673], [-6.609767, 0.166057, 2.163927], [5.278833, -0.896943, 1.357527], [-0.643367, -2.956743, -1.905673], [2.269333, 1.138857, 1.749927], [-4.849367, 0.576357, 6.459127], [0.812033, -1.063443, -4.738973], [1.207833, -4.311943, 1.347627], [3.494933, 0.706057, 1.265927], [-4.109967, 0.316357, 4.464127], [2.957933, 3.226557, 2.771327], [-2.980767, -2.389943, 1.534527], [0.655933, 6.304757, -0.164573], [1.617533, -5.764243, -2.066673], [2.926933, 0.562057, -4.032973], [1.415033, -2.800743, -3.693173], [3.294433, -6.195343, -3.817173], [1.213633, 4.618257, 1.077027], [-3.948467, -4.196243, -2.212973], [2.013333, 5.292857, 1.993727], [-0.341367, 4.532657, -0.743373], [-3.730467, 1.717557, -0.958773], [-4.691367, 0.054957, 0.677827], [5.355933, 0.932057, -0.228373], [-3.775567, -4.330343, 0.247827]],
  "forces_ev_per_a": [[-0.056, -0.016, 0.102], [0.002, 0.232, 0.012], [0.229, -0.143, -0.225], [-0.093, -0.006, -0.058], [0.147, 0.010, 0.068], [-0.249, -0.019, -0.070], [-0.029, 0.010, 0.063], [0.070, 0.116, 0.122], [-0.093, 0.064, -0.036], [-0.027, -0.165, -0.120], [0.074, 0.262, 0.133], [-0.074, -0.027, -0.128], [0.526, -0.987, -1.576], [-0.360, -0.093, 0.357], [0.068, -0.002, 0.129], [-0.006, 0.368, -0.284], [-0.077, -0.021, 0.058], [0.058, -0.021, -0.001], [0.165, 0.104, -0.009], [-0.338, -0.002, -0.050], [-0.295, 0.243, 0.104], [-0.093, -0.083, -0.050], [0.012, -0.011, 0.151], [-0.152, 1.960, 0.673], [-0.089, 0.441, 0.503], [0.000, 0.185, -0.111], [0.108, -0.025, -0.150], [0.098, 0.067, -0.015], [0.085, 0.022, 0.056], [-0.022, 0.060, -0.119], [-0.240, -0.235, 0.095], [0.064, -0.026, -0.009], [0.108, 0.036, -0.116], [0.648, -0.066, 0.078], [0.067, -0.095, -0.012], [-0.224, 0.407, 0.657], [0.034, -0.030, 0.043], [-0.049, -0.224, 0.485], [0.060, 0.062, 0.050], [-0.105, 0.028, 0.011], [0.008, 0.038, 0.179], [0.350, -0.137, -0.549], [-0.034, 0.126, -0.006], [-0.632, 0.604, -0.435], [0.284, 0.155, -0.033], [0.280, -0.012, 0.139], [-0.210, 0.027, 0.104], [0.018, 0.022, 0.123], [-0.100, 0.020, 0.383], [0.014, -0.023, 0.018], [-0.141, 0.076, -0.141], [-0.291, 0.356, -0.073], [-0.021, 0.101, -0.030], [-0.323, -2.186, -0.708], [-0.439, -0.405, -0.315], [0.073, 0.001, -0.078], [-0.432, -0.079, -0.500], [0.295, 0.010, 0.116], [-0.147, 0.162, 0.136], [-0.032, 0.067, 0.035], [-0.102, 0.021, 0.098], [0.003, 0.036, 0.039], [0.720, -0.019, 0.822], [-0.017, 0.103, -0.018], [-0.018, 0.003, -0.111], [0.007, 0.046, 0.109], [-0.414, 0.013, 0.025], [-0.323, -0.136, 0.141], [0.067, 0.258, -0.061], [-0.015, -0.046, -0.267], [-0.005, -0.017, -0.057], [-0.348, 0.806, 0.068], [0.122, -0.165, -0.122], [0.077, -0.037, 0.027], [-0.332, -0.138, 0.272], [-0.112, -0.031, 0.022], [-0.084, -0.047, -0.042], [0.433, -0.043, -0.029], [0.095, 0.041, -0.104], [-0.094, 0.027, -0.010], [0.132, 0.119, -0.225], [-0.008, -0.035, 0.139], [0.265, -0.327, 0.001], [-0.112, 0.047, 0.075], [-0.036, 0.148, 0.008], [-0.149, 0.538, 0.014], [0.572, -0.310, -0.382], [0.188, -0.026, -0.137], [-0.302, 0.192, -0.202], [-0.044, -0.039, 0.031], [-0.041, 0.093, -0.066], [-0.012, -0.103, 0.097], [-0.099, -0.012, -0.108], [0.201, -0.392, 0.047], [0.045, -0.078, -0.015], [0.185, -0.532, 0.385], [-0.008, -0.089, -0.049], [0.161, -0.732, 0.128], [0.504, 0.168, 0.044], [0.259, -0.327, 0.080], [-0.015, 0.024, 0.010], [0.221, -0.237, 0.105], [-0.043, -0.063, 0.041]]
}

=====

Energy above the lowest of the compared OMol25 structures with the same formula, charge and spin / kJ/mol: 0.0, 409.9